1.
Below is the molecule C4H4ClN3 in a non-equilibrium geometry, with properties calculated with wB97M-V/def2-TZVPD.

Computed properties:
relative energy (zero: lowest compared OMol25 entry of this formula, charge and spin): 5.499 eV
LUMO level: 0.21 eV
E_HOMO: -8.2043 eV
total charge: 0
SMILES string: Cl/C=C1\C=NNC=N1

The geometry in XYZ format:
```
12
C4H4ClN3 wB97M-V/def2-TZVPD
Cl 2.83815 0.66608 -1.42399
C 1.52718 -0.43071 -1.47492
C 0.43376 -0.15110 -0.71563
C 0.28583 1.18837 0.11638
N -0.51688 1.41909 1.04428
N -1.45040 0.41768 1.12578
C -1.28177 -0.95101 0.64892
N -0.57368 -1.18815 -0.53677
H 1.54371 -1.51711 -1.82241
H 1.05640 1.98240 -0.52166
H -1.97845 0.22932 2.25680
H -1.88386 -1.66486 1.30322
```

=====

2.
Below is a structure of composition C46H98F6N5O6PV in a non-equilibrium geometry, with properties calculated with wB97M-V/def2-TZVPD.

Computed properties:
LUMO level (alpha / beta): -0.12 / -0.20 eV
E_HOMO (alpha / beta): -7.7588 / -7.7588 eV
total charge: 0
2S+1: 4

The geometry in XYZ format:
```
163
C46H98F6N5O6PV wB97M-V/def2-TZVPD
V -21.43662 -3.89066 -12.18575
P -22.24209 -1.10363 -11.16211
F -23.49814 -0.74384 -10.09193
F -22.08494 -2.58580 -10.49801
F -23.34391 -1.81363 -12.15640
F -21.08433 -1.54396 -12.17783
F -22.38880 0.27101 -11.99536
F -21.02823 -0.52798 -10.22635
C -20.54519 -3.34921 -15.06892
O -21.31052 -4.36693 -14.43535
H -21.07381 -3.10661 -15.99078
H -20.35465 -2.38214 -14.60355
H -19.55210 -3.73563 -15.29817
C -20.53527 2.78880 -4.64492
C -21.64636 1.76038 -4.17603
C -23.04769 2.21998 -4.67018
C -23.41375 1.89113 -6.10461
C -23.08056 0.46164 -6.55298
C -21.60027 0.06331 -6.13986
N -21.38452 0.40320 -4.71684
O -20.22832 -0.14163 -4.15421
C -21.49251 -1.47696 -6.25053
C -20.47286 0.61916 -6.96816
C -21.78343 1.76548 -2.61858
H -20.74171 3.33266 -5.56671
H -19.58111 2.30796 -4.86050
H -20.42513 3.57048 -3.89330
H -23.81262 1.80878 -4.01147
H -23.04253 3.30952 -4.63907
H -22.96221 2.58917 -6.80956
H -24.48103 2.07451 -6.22874
H -23.18986 0.49891 -7.63685
H -23.81856 -0.28496 -6.25966
H -20.61633 -2.07314 -5.99562
H -22.27111 -2.00202 -5.69718
H -21.77779 -1.73432 -7.27057
H -20.53518 1.70726 -6.98401
H -19.46679 0.39339 -6.61467
H -20.57658 0.29217 -8.00279
H -22.27711 0.92137 -2.13707
H -22.47162 2.52726 -2.25224
H -20.76876 1.83236 -2.22608
H -19.54459 0.35067 -4.61440
C -20.75430 2.70599 -18.97740
C -21.05308 1.94530 -17.68465
C -20.26984 2.79192 -16.59153
C -20.75824 2.55458 -15.15485
C -22.25699 2.75587 -14.99188
C -23.05741 2.00642 -16.02273
N -22.47715 2.12265 -17.37698
O -23.32351 1.53587 -18.30608
C -23.09862 0.55039 -15.54904
C -24.54082 2.65505 -16.11172
C -20.50931 0.54354 -17.59529
H -19.91401 2.23481 -19.48731
H -20.59481 3.78292 -18.92357
H -21.54833 2.43897 -19.67476
H -19.20454 2.56133 -16.58322
H -20.37239 3.86710 -16.73842
H -20.24901 3.24829 -14.48585
H -20.47608 1.54949 -14.84134
H -22.46695 3.81669 -15.12861
H -22.58699 2.46330 -13.99509
H -22.15915 0.27644 -15.06899
H -23.84278 0.47233 -14.75643
H -23.28939 -0.03219 -16.45032
H -25.25914 1.99283 -16.59503
H -25.00167 2.87461 -15.14865
H -24.53708 3.59738 -16.65955
H -19.46025 0.55199 -17.89110
H -21.02704 -0.19582 -18.20633
H -20.65277 0.13686 -16.59422
H -23.57143 2.23415 -18.91644
C -18.61929 -3.41723 -11.73106
C -18.81292 -4.50383 -10.59387
C -18.66299 -3.75866 -9.28118
C -18.99345 -4.62396 -8.07938
C -20.30306 -5.22376 -8.11243
C -20.62501 -6.00754 -9.43374
N -20.14630 -5.16534 -10.57221
O -20.34160 -5.73156 -11.73523
C -19.99475 -7.45492 -9.28841
C -22.22177 -6.01617 -9.39694
C -17.65034 -5.54724 -10.73031
H -18.75931 -3.88117 -12.70740
H -17.55538 -3.18179 -11.70331
H -19.12243 -2.47949 -11.49525
H -17.63493 -3.41479 -9.16730
H -19.28758 -2.86843 -9.20711
H -18.77666 -4.08446 -7.15739
H -18.17815 -5.33450 -7.94328
H -21.08367 -4.54229 -7.77429
H -20.26387 -5.98241 -7.33076
H -19.94272 -8.03796 -10.20789
H -18.97504 -7.36376 -8.91427
H -20.44890 -8.14943 -8.58164
H -22.71463 -6.56042 -10.20253
H -22.61916 -6.33482 -8.43328
H -22.62421 -5.00906 -9.28796
H -16.80749 -4.88534 -10.53131
H -17.65246 -5.92124 -11.75413
H -17.64024 -6.41620 -10.07236
H -19.92263 -6.59370 -11.68269
C -25.72043 3.88683 -9.05479
C -24.90387 3.43882 -10.31357
C -25.55925 4.06671 -11.63410
C -25.01042 5.45167 -11.95146
C -23.48599 5.46218 -11.83526
C -22.94173 5.15551 -10.43043
N -23.44806 3.73681 -10.23150
O -22.91326 3.16481 -9.12549
C -21.43151 5.02236 -10.55371
C -23.35085 6.27791 -9.38491
C -25.11113 1.90876 -10.39493
H -25.18788 3.74342 -8.11462
H -26.75344 3.54084 -9.09097
H -25.81920 4.95861 -9.22687
H -25.41180 3.47608 -12.53828
H -26.64620 4.08808 -11.55549
H -25.51284 6.11280 -11.24536
H -25.21686 5.83259 -12.95166
H -23.21342 6.47056 -12.14670
H -22.96205 4.82719 -12.54966
H -20.95930 4.36898 -9.82007
H -21.15378 4.55899 -11.50041
H -20.80463 5.91398 -10.56513
H -24.17883 6.92578 -9.67265
H -23.67518 5.64732 -8.55710
H -22.52072 6.88111 -9.01731
H -24.96357 1.19153 -9.58753
H -24.29437 1.66888 -11.07570
H -25.96752 1.64033 -11.01353
H -22.44984 2.37631 -9.41720
C -17.88921 0.20771 -9.80674
C -17.18923 0.94820 -11.01627
C -15.73321 0.47230 -10.79194
C -14.88252 0.75954 -12.09277
C -15.51793 -0.00742 -13.29511
C -16.99455 0.45175 -13.62485
N -17.76154 0.42212 -12.33179
O -19.09881 0.92795 -12.54901
C -16.93817 1.82596 -14.33626
C -17.58700 -0.62016 -14.64816
C -17.25680 2.51168 -10.91749
H -17.39105 0.41248 -8.85911
H -17.87131 -0.88079 -9.75257
H -18.94033 0.46405 -9.67436
H -15.22045 1.01752 -9.99953
H -15.66508 -0.58299 -10.52776
H -13.83140 0.55350 -11.89083
H -14.82368 1.81957 -12.33974
H -15.42874 -1.08609 -13.16626
H -14.97887 0.32250 -14.18318
H -16.37297 2.64394 -13.88957
H -16.58332 1.87045 -15.36592
H -17.96135 2.20090 -14.36125
H -18.66856 -0.61198 -14.78327
H -17.21977 -0.33986 -15.63542
H -17.21848 -1.60334 -14.35548
H -17.06904 2.95434 -9.93928
H -18.27274 2.80294 -11.18425
H -16.75158 3.06833 -11.70679
H -19.63978 0.19843 -12.23798
```

=====

3.
Below is the molecule C4H9NO2 in a non-equilibrium geometry, with properties calculated with wB97M-V/def2-TZVPD.

Computed properties:
relative energy (zero: lowest compared OMol25 entry of this formula, charge and spin): 5.645 eV
LUMO level: 0.72 eV
E_HOMO: -9.1118 eV
total charge: 0
SMILES string: C=C(NO)[C@H](C)O

The geometry in XYZ format:
```
16
C4H9NO2 wB97M-V/def2-TZVPD
C -0.34472 -1.69047 -0.97924
C 0.02986 -0.49830 -0.56684
N 1.41201 0.03961 -0.43858
O 1.85408 1.19241 -1.10701
C -0.39553 0.58932 0.29552
C -0.13970 0.51792 1.78679
O -2.06815 0.23310 0.21551
H -1.37565 -1.97517 -0.85332
H 0.34110 -2.32689 -1.51891
H 2.14968 -0.66113 -0.41077
H 1.63940 1.09969 -2.04904
H -0.37339 1.59466 -0.13447
H -0.07419 -0.51308 2.12923
H -1.00121 0.97257 2.27159
H 0.76632 1.06754 2.03236
H -2.41989 0.35822 -0.67282
```

=====

4.
Below is a cluster of 2 separate species, C3H4O2 in total in a non-equilibrium geometry, with properties calculated with wB97M-V/def2-TZVPD.

Computed properties:
relative energy (zero: lowest compared OMol25 entry of this formula, charge and spin): 4.801 eV
LUMO level: 0.73 eV
E_HOMO: -8.7318 eV
total charge: 0

The geometry in XYZ format:
```
9
C3H4O2 wB97M-V/def2-TZVPD
C 1.24080 0.13545 -1.03126
C 0.57117 -0.64046 -1.63085
C 0.01076 0.29916 1.10547
O -0.30034 -0.77677 1.82427
O -1.08685 0.76844 0.42877
H 2.07560 0.76509 -0.76978
H -0.32503 -1.12105 -1.94364
H -1.17312 -1.15566 1.94322
H -1.01297 1.72580 0.07378
```

=====

5.
Below is the ion C8H11N2S with charge +1 in a non-equilibrium geometry, with properties calculated with wB97M-V/def2-TZVPD.

Computed properties:
relative energy (zero: lowest compared OMol25 entry of this formula, charge and spin): 2.333 eV
LUMO level: -3.78 eV
E_HOMO: -12.0468 eV
total charge: +1

The geometry in XYZ format:
```
22
C8H11N2S wB97M-V/def2-TZVPD
C 1.47213 -1.31625 1.73863
C 1.91633 0.06843 1.70028
C 0.26209 -1.79046 1.47478
C 1.38418 0.85115 0.78522
C -0.39586 2.35741 -0.22900
C -0.75584 -0.93241 0.84427
C -0.24542 -0.20007 -0.37333
C 0.41626 -0.79361 -1.50788
N -0.75768 1.18949 -0.69217
N -1.05522 3.44426 -0.56508
S 1.23613 2.48312 0.38797
H 2.21923 -1.91050 2.23233
H 2.54515 0.43445 2.43742
H 0.00530 -2.86540 1.72528
H -1.57857 -1.50718 0.31555
H -0.98045 -0.19519 1.69142
H 1.19807 -1.55843 -1.16644
H 0.75413 -0.04305 -2.19197
H -0.24669 -1.41355 -2.12286
H -1.42196 1.06976 -1.41544
H -1.86727 3.62862 -1.00156
H -0.55259 4.27714 -0.35277
```

=====

6.
Below is the ion C4H7N4 with charge +1 in a non-equilibrium geometry, with properties calculated with wB97M-V/def2-TZVPD.

Computed properties:
relative energy (zero: lowest compared OMol25 entry of this formula, charge and spin): 4.159 eV
LUMO level: -4.47 eV
E_HOMO: -14.5995 eV
total charge: +1
SMILES string: [NH2+]=CN1[C@@H]2CC=NN21

The geometry in XYZ format:
```
15
C4H7N4 wB97M-V/def2-TZVPD
N -2.51673 -0.72190 -0.05545
C -1.84319 0.42092 -0.28982
N -0.57103 0.46187 -0.12980
C 0.55335 0.72341 0.71364
C 1.90504 0.62299 -0.08988
C 1.83172 -0.84499 -0.48328
N 0.79989 -1.45505 -0.03088
N 0.05787 -0.63469 0.73294
H -3.53403 -0.58123 -0.18446
H -2.24303 -1.25905 0.78803
H -2.30767 1.22031 -0.96673
H 0.51586 1.21586 1.68851
H 2.95937 0.99590 0.38066
H 1.80150 1.20330 -0.95717
H 2.59106 -1.36765 -1.11630
```

=====

Total energy (eV)
-21200.6166, -120303.6870, -9874.4157, -7265.8853, -22279.4383, -10211.0633